24
Properties=species:S:1:pos:R:3:forces:R:3:mulliken_charge:R:1 method="wB97M-V/def2-TZVPD" e_tot_ev=-15897.1670 spin_multiplicity=1 gap_ev=9.2 largest_force_ev_per_a=5.35 relative_energy_ev=6.459 e_lumo_ev=0.7
C -2.408 -0.758 -0.326 0.57 -3.68 3.73 -0.592
C -1.638 -0.623 1.083 -0.17 -0.61 0.07 -0.644
C 0.250 1.022 0.523 1.62 -0.78 1.06 -0.744
C 1.835 1.005 0.438 -2.03 1.76 4.63 -0.951
H -1.557 0.525 -1.382 0.62 0.13 -1.04 0.379
H -2.736 1.197 -0.630 -0.43 -0.77 -0.31 0.290
H -3.320 -1.197 0.094 -0.67 0.30 -0.96 0.412
H -1.858 -1.634 -0.828 -1.05 1.43 0.52 0.298
H -1.668 -1.704 1.473 0.15 1.61 -0.22 0.329
H -2.130 0.064 1.966 1.37 -1.32 -2.54 0.278
H -0.090 1.302 -0.454 -0.67 1.30 -0.26 0.262
H 0.025 1.619 1.432 -0.46 0.11 -1.20 0.512
H 2.147 0.101 0.997 -0.07 1.31 0.45 0.609
H 2.019 1.957 1.050 0.75 -1.17 -0.79 0.392
H 3.369 0.366 -0.705 -2.56 1.35 -0.55 0.239
H 2.640 1.807 -1.266 -0.39 -1.03 0.58 0.222
H 0.790 -0.180 -1.298 0.21 -0.35 -1.35 0.476
N -2.511 0.335 -1.162 -0.30 2.57 -0.37 -0.676
N -0.207 -0.319 0.826 -0.51 0.18 3.06 0.195
N 2.413 0.904 -0.797 3.80 -0.41 -3.28 -0.484
N 0.432 -1.244 0.097 -2.59 0.03 -1.02 0.313
N 1.657 -1.552 0.463 -0.90 -0.43 3.75 -0.193
O 0.201 -0.970 -1.250 1.21 -0.07 -0.90 -0.473
O 2.345 -2.022 -0.342 2.50 -1.48 -3.03 -0.450